1 | 24
Properties=species:S:1:pos:R:3:lowdin_charge:R:1 method="wB97M-V/def2-TZVPD" smiles=CC[C@@H](C)O.CCC#N multiplicity=1
C 0.83 -1.77 0.21 -0.14
C 0.80 -0.33 0.71 -0.18
C 1.62 0.75 -0.55 -0.39
C 1.68 2.14 -0.02 -0.08
O 2.82 0.16 -0.87 -0.02
H 0.77 -2.47 1.05 0.07
H 0.01 -1.97 -0.47 0.05
H 1.74 -2.00 -0.33 0.06
H 0.02 -0.20 1.46 0.08
H 1.62 -0.18 1.42 0.08
H 0.97 0.63 -1.42 0.12
H 1.84 2.86 -0.83 0.08
H 0.68 2.40 0.40 0.04
H 2.44 2.24 0.75 0.08
H 3.45 0.33 -0.15 0.10
C -2.86 -1.11 0.21 -0.09
C -2.17 -0.10 -0.71 -0.22
C -1.43 0.91 0.06 -0.26
N -1.31 1.99 0.49 0.17
H -2.15 -1.59 0.88 0.07
H -3.33 -1.89 -0.38 0.08
H -3.63 -0.61 0.81 0.08
H -1.49 -0.60 -1.39 0.10
H -2.92 0.42 -1.32 0.12



2 | 24
Properties=species:S:1:pos:R:3:lowdin_charge:R:1 method="wB97M-V/def2-TZVPD" multiplicity=1
C -1.08 -0.70 0.55 -0.30
C -0.44 0.36 -0.13 -0.25
C 1.32 -0.10 0.72 -0.29
C -0.26 0.34 -1.62 -0.06
C 2.03 -1.20 -0.03 -0.11
C 2.05 1.22 0.70 -0.12
C -2.88 0.20 0.12 -0.15
O -1.05 -1.99 0.14 0.02
N -3.11 1.19 0.86 0.02
H -0.96 -2.03 -0.82 0.10
H -1.16 -0.65 1.64 0.13
H -0.63 1.32 0.32 0.11
H 1.11 -0.41 1.75 0.11
H -4.08 1.51 0.88 0.04
H -3.64 -0.32 -0.50 0.07
H 0.59 0.95 -1.90 0.08
H -0.08 -0.66 -2.03 0.07
H -1.16 0.74 -2.10 0.08
H 2.22 -0.93 -1.07 0.07
H 2.20 1.58 -0.32 0.07
H 3.01 -1.41 0.42 0.08
H 1.47 -2.14 -0.01 0.07
H 1.50 1.99 1.26 0.07
H 3.04 1.14 1.17 0.07



3 | 24
Properties=species:S:1:pos:R:3:lowdin_charge:R:1 method="wB97M-V/def2-TZVPD" smiles="CC(C)=N[C@@H](C)[C@@H](C)O" multiplicity=1
C 2.79 -1.23 0.48 -0.05
C 1.64 -0.34 0.07 -0.40
C 1.78 0.25 -1.31 -0.03
N 0.72 -0.21 0.92 0.09
C -0.53 0.49 0.82 -0.35
C -0.61 1.73 -0.07 -0.06
C -1.58 -0.59 0.42 -0.41
C -3.00 -0.04 0.35 -0.04
O -1.27 -1.17 -0.83 -0.03
H 3.73 -0.69 0.41 0.08
H 2.64 -1.58 1.49 0.07
H 2.84 -2.08 -0.20 0.08
H 2.60 -0.23 -1.84 0.07
H 2.00 1.31 -1.25 0.08
H 0.87 0.13 -1.88 0.07
H -0.76 0.78 1.85 0.14
H 0.28 2.34 0.06 0.08
H -0.73 1.47 -1.12 0.07
H -1.47 2.33 0.23 0.07
H -1.54 -1.37 1.20 0.14
H -3.69 -0.86 0.19 0.08
H -3.09 0.64 -0.50 0.08
H -3.25 0.48 1.26 0.08
H -0.39 -1.55 -0.76 0.08



4 | 24
Properties=species:S:1:pos:R:3:lowdin_charge:R:1 method="wB97M-V/def2-TZVPD" smiles="C=CN[C@@](C)(O)C(C)C" multiplicity=1
C 2.13 -2.41 -1.43 -0.01
C 2.00 -1.31 -0.70 -0.12
N 0.61 -0.51 -0.59 0.04
C 0.45 0.30 0.53 -0.60
C 0.46 -0.45 1.85 -0.02
O 1.35 1.37 0.55 0.00
C -1.18 0.95 0.22 -0.32
C -1.22 1.97 -0.91 -0.09
C -2.25 -0.12 0.05 -0.09
H 1.28 -2.84 -1.96 0.05
H 3.09 -2.92 -1.52 0.05
H 2.84 -0.90 -0.15 0.09
H 0.43 -0.08 -1.49 0.11
H -0.14 -1.36 1.79 0.08
H 1.48 -0.74 2.12 0.08
H 0.08 0.18 2.66 0.08
H 1.29 1.81 1.41 0.10
H -1.35 1.48 1.16 0.12
H -2.19 2.47 -0.95 0.08
H -1.04 1.51 -1.88 0.07
H -0.47 2.76 -0.75 0.07
H -2.25 -0.84 0.87 0.07
H -3.25 0.34 0.03 0.08
H -2.13 -0.66 -0.89 0.07



Need the numbers? Relative energies in kcal/mol: 1 44.1; 2 83.5; 3 0.0; 4 25.3.



1 | 24
Properties=species:S:1:pos:R:3:lowdin_charge:R:1 method="wB97M-V/def2-TZVPD" smiles="C1CCCC1.CC(N)=O" multiplicity=1
C 0.38 3.07 -1.16 -0.21
C 1.51 2.06 -1.53 -0.21
C 0.73 0.71 -1.46 -0.20
C -0.81 1.06 -1.39 -0.26
C -0.77 2.22 -0.52 -0.27
H 0.68 3.92 -0.40 0.13
H 0.00 3.42 -2.26 0.14
H 2.42 2.22 -0.84 0.12
H 1.81 2.45 -2.52 0.09
H 0.98 0.21 -0.53 0.07
H 0.75 0.02 -2.36 0.11
H -1.31 0.08 -0.98 0.13
H -1.31 1.47 -2.34 0.13
H -0.40 1.80 0.50 0.15
H -1.67 2.70 -0.61 0.07
C -1.44 -2.95 1.36 -0.03
C -0.25 -2.10 1.70 -0.55
N 0.71 -2.36 0.64 0.12
O 0.03 -1.45 2.67 0.06
H -1.77 -3.42 2.27 0.08
H -1.36 -3.69 0.48 0.11
H -2.23 -2.23 1.00 0.10
H 1.79 -2.21 0.69 0.16
H 0.37 -2.95 0.02 -0.02



2 | 24
Properties=species:S:1:pos:R:3:lowdin_charge:R:1 method="wB97M-V/def2-TZVPD" multiplicity=1
H -3.55 0.31 -1.74 0.04
N -2.55 0.56 -1.76 0.11
C -1.87 -0.14 -0.90 -0.41
C -2.56 -1.17 -0.05 -0.05
C -0.37 0.07 -0.83 -0.13
C 0.32 -0.19 0.52 -0.33
C -0.17 0.77 1.61 -0.05
C 1.87 -0.13 0.40 -0.41
C 2.42 0.95 -0.52 -0.05
O 2.32 -1.40 -0.09 -0.05
H -2.87 -0.70 0.89 0.08
H -1.90 -2.01 0.16 0.08
H -3.45 -1.55 -0.55 0.08
H 0.06 -0.57 -1.60 0.13
H -0.19 1.11 -1.14 0.12
H 0.06 -1.21 0.85 0.13
H 0.42 0.65 2.53 0.08
H -1.21 0.58 1.87 0.07
H -0.09 1.82 1.29 0.09
H 2.31 -0.01 1.40 0.13
H 3.51 0.99 -0.45 0.08
H 2.20 0.73 -1.57 0.08
H 2.02 1.94 -0.27 0.08
H 3.29 -1.39 -0.06 0.10



3 | 24
Properties=species:S:1:pos:R:3:lowdin_charge:R:1 method="wB97M-V/def2-TZVPD" multiplicity=1
C -2.05 0.36 -0.38 -0.21
C -1.51 0.72 -1.75 -0.11
C -1.02 0.43 0.90 -0.20
C -0.77 1.76 0.83 0.04
H -2.27 -0.71 -0.34 0.09
H -2.98 0.88 -0.16 0.10
H -1.53 0.04 1.78 0.11
H -2.12 0.24 -2.52 0.08
H -0.48 0.38 -1.86 0.06
H -1.53 1.80 -1.92 0.07
H -0.95 2.40 1.69 0.08
H -0.19 2.18 0.02 0.08
C 2.73 -0.03 -0.41 -0.09
C 0.23 -2.06 0.30 -0.03
C 0.68 -0.68 0.74 -0.55
O 1.32 -0.03 -0.36 -0.18
N 1.18 -0.65 1.96 0.10
H 1.56 0.27 2.19 0.05
H 3.10 -1.00 -0.78 0.09
H 3.02 0.75 -1.11 0.09
H 3.17 0.17 0.57 0.08
H -0.41 -2.50 1.06 0.08
H 1.10 -2.71 0.18 0.09
H -0.30 -2.01 -0.65 0.07



Need the numbers? Relative energies in kcal/mol: 1 37.3; 2 0.0; 3 106.7.



1 | 49
Properties=species:S:1:pos:R:3:lowdin_charge:R:1 method="wB97M-V/def2-TZVPD" smiles="CCOc1ccc(CCNC(=O)c2cc3ccccn3n2)cc1OCC" multiplicity=1
C 0.93 4.30 0.17 -0.06
C 0.65 3.28 -0.93 -0.26
O -0.18 2.28 -0.39 -0.09
C -0.51 1.20 -1.16 -0.20
C -0.12 1.04 -2.48 -0.01
C -0.41 -0.12 -3.19 -0.04
C -1.12 -1.15 -2.59 -0.25
C -1.30 -2.48 -3.27 -0.12
C 0.01 -3.30 -3.16 -0.16
N 0.70 -3.03 -1.92 0.06
C 0.22 -3.47 -0.73 -0.46
O -0.49 -4.45 -0.59 0.08
C 0.65 -2.61 0.40 -0.19
C 0.32 -2.74 1.75 0.06
C 0.83 -1.60 2.35 -0.18
C 0.87 -1.08 3.65 -0.01
C 1.48 0.12 3.88 -0.09
C 2.07 0.83 2.80 -0.08
C 2.04 0.31 1.55 -0.03
N 1.43 -0.88 1.33 -0.06
N 1.33 -1.48 0.17 0.15
C -1.56 -0.97 -1.28 0.04
C -1.27 0.18 -0.56 -0.20
O -1.71 0.18 0.74 -0.04
C -2.23 1.37 1.31 -0.22
C -1.35 1.89 2.44 -0.06
H 1.55 5.10 -0.22 0.08
H 0.00 4.71 0.54 0.08
H 1.45 3.82 0.99 0.07
H 1.59 2.84 -1.29 0.12
H 0.15 3.77 -1.78 0.13
H 0.45 1.82 -2.97 0.10
H -0.07 -0.21 -4.21 0.11
H -1.56 -2.35 -4.32 0.11
H -2.10 -3.03 -2.77 0.11
H -0.22 -4.37 -3.20 0.12
H 0.69 -3.05 -3.98 0.12
H 1.18 -2.14 -1.86 0.11
H -0.23 -3.54 2.20 0.12
H 0.40 -1.64 4.45 0.12
H 1.52 0.55 4.87 0.11
H 2.56 1.77 2.98 0.10
H 2.46 0.79 0.68 0.13
H -2.12 -1.75 -0.78 0.14
H -2.37 2.14 0.54 0.12
H -3.22 1.10 1.70 0.12
H -1.22 1.11 3.18 0.07
H -1.82 2.75 2.90 0.08
H -0.38 2.17 2.05 0.05



2 | 49
Properties=species:S:1:pos:R:3:lowdin_charge:R:1 method="wB97M-V/def2-TZVPD" smiles="Cc1cccc(-c2c3c(=O)n(C)c(=O)n(C)c3cn2C[C@H]2CCCO2)c1" multiplicity=1
C -3.49 -2.70 -2.07 -0.05
C -2.56 -2.35 -0.94 -0.27
C -2.71 -2.95 0.30 -0.05
C -1.83 -2.66 1.33 -0.07
C -0.80 -1.75 1.14 -0.03
C -0.65 -1.13 -0.10 -0.15
C 0.43 -0.16 -0.29 -0.10
C 1.79 -0.34 -0.07 0.00
C 2.57 -1.47 0.36 -0.37
O 2.15 -2.57 0.66 0.09
N 3.94 -1.20 0.42 0.03
C 4.77 -2.31 0.86 -0.01
C 4.58 -0.01 0.10 -0.44
O 5.79 0.10 0.19 0.06
N 3.79 1.02 -0.33 -0.01
C 4.41 2.28 -0.68 -0.01
C 2.43 0.88 -0.42 -0.15
C 1.45 1.75 -0.83 0.00
N 0.25 1.10 -0.76 -0.03
C -1.01 1.76 -0.93 -0.07
C -1.42 2.50 0.37 -0.31
C -2.85 3.03 0.28 -0.12
C -3.66 1.83 0.76 -0.14
C -2.72 1.18 1.77 -0.17
O -1.40 1.62 1.47 -0.09
C -1.53 -1.44 -1.13 0.00
H -3.40 -1.99 -2.89 0.07
H -4.53 -2.70 -1.72 0.08
H -3.27 -3.69 -2.44 0.08
H -3.51 -3.65 0.46 0.11
H -1.94 -3.14 2.29 0.11
H -0.12 -1.51 1.93 0.13
H 4.64 -3.15 0.18 0.10
H 4.46 -2.62 1.86 0.10
H 5.80 -1.97 0.87 0.08
H 5.48 2.18 -0.53 0.09
H 4.20 2.52 -1.72 0.10
H 4.02 3.08 -0.04 0.10
H 1.51 2.77 -1.16 0.12
H -0.94 2.48 -1.75 0.14
H -1.77 1.01 -1.16 0.11
H -0.68 3.28 0.57 0.15
H -2.98 3.87 0.96 0.12
H -3.12 3.35 -0.73 0.12
H -3.87 1.14 -0.06 0.11
H -4.61 2.12 1.21 0.11
H -2.95 1.50 2.80 0.12
H -2.75 0.09 1.74 0.11
H -1.38 -1.00 -2.11 0.13



Need the numbers? Relative energies in kcal/mol: 1 41.2; 2 0.0.



1 | 24
Properties=species:S:1:pos:R:3:lowdin_charge:R:1 method="wB97M-V/def2-TZVPD" charge=+2 multiplicity=2
C -1.67 0.98 -1.33 -0.10
C -1.31 -0.37 -0.69 -0.17
C 0.11 -0.86 -0.94 -0.16
C 1.31 -0.01 -0.39 -0.12
C 1.72 -0.56 0.93 0.08
C 1.77 0.23 2.09 0.05
C 1.57 -0.31 3.44 -0.01
N -2.65 0.83 -2.51 0.21
H -2.19 1.61 -0.63 0.13
H -0.84 1.54 -1.71 0.13
H -1.61 -0.32 0.37 0.13
H -2.03 -1.13 -1.03 0.13
H 0.27 -0.88 -2.02 0.12
H 0.17 -1.91 -0.65 0.13
H 1.03 1.03 -0.24 0.12
H 2.10 -0.16 -1.12 0.15
H 1.89 -1.63 1.00 0.16
H 1.79 1.30 2.02 0.14
H 0.65 -0.91 3.42 0.13
H 2.35 -1.01 3.77 0.14
H 1.49 0.49 4.17 0.10
H -2.66 -0.15 -2.81 0.17
H -3.60 1.03 -2.21 0.18
H -2.41 1.37 -3.33 0.18



2 | 24
Properties=species:S:1:pos:R:3:lowdin_charge:R:1 method="wB97M-V/def2-TZVPD" charge=+2 multiplicity=2
C 2.20 1.93 0.09 -0.03
C 0.80 1.50 0.58 -0.28
C 0.36 0.33 -0.28 -0.18
C -1.14 -0.07 -0.23 -0.09
C -0.60 -1.84 -1.95 0.28
C -1.35 -1.46 -0.85 -0.17
C -2.36 -2.36 -0.23 0.03
N 1.01 1.18 2.09 0.24
H 3.01 1.40 0.63 0.10
H 2.45 2.98 0.16 0.11
H 2.55 1.62 -0.88 0.09
H 0.13 2.35 0.50 0.16
H 0.56 0.62 -1.31 0.12
H 1.14 -0.47 -0.35 0.15
H -1.67 0.05 0.71 0.13
H -1.54 0.60 -1.03 0.17
H -0.67 -2.87 -2.30 0.13
H 0.02 -1.19 -2.55 0.12
H -3.37 -1.92 -0.10 0.15
H -2.30 -3.22 -0.87 0.10
H -2.15 -2.43 0.85 0.14
H 0.41 1.79 2.65 0.18
H 0.52 0.30 2.29 0.17
H 1.98 1.17 2.39 0.17



Need the numbers? Relative energies in kcal/mol: 1 0.0; 2 26.0.



1 | 9
Properties=species:S:1:pos:R:3:lowdin_charge:R:1 method="wB97M-V/def2-TZVPD" multiplicity=3
C -1.06 1.25 0.02 0.00
C 0.34 -1.17 0.03 -0.31
C 1.92 -1.09 0.05 -0.21
C -0.03 0.35 -0.01 -0.50
S 1.79 0.71 0.00 0.80
H -2.11 1.01 0.03 0.06
H -0.86 2.26 0.03 0.02
H 0.21 -1.69 -0.90 0.09
H -0.21 -1.63 0.74 0.05



2 | 9
Properties=species:S:1:pos:R:3:lowdin_charge:R:1 method="wB97M-V/def2-TZVPD" multiplicity=3
C -0.09 0.71 -0.01 -0.21
C -1.12 -0.33 0.00 -0.14
C 1.28 0.81 0.00 -0.56
C -2.15 -0.98 0.00 0.10
S 2.40 -0.53 0.00 0.80
H -0.58 1.68 0.01 0.10
H 1.46 -1.48 -0.02 -0.13
H 1.77 1.77 0.00 0.04
H -2.97 -1.64 0.02 0.01



Need the numbers? Relative energies in kcal/mol: 1 10.9; 2 0.0.



1 | 20
Properties=species:S:1:pos:R:3:lowdin_charge:R:1 method="wB97M-V/def2-TZVPD" charge=+1 multiplicity=2
C 0.21 -1.49 -2.42 -0.04
C 0.09 -1.49 -0.92 -0.01
C 0.34 -0.32 -0.25 -0.06
N 0.27 -0.26 1.12 0.10
C 0.27 1.12 1.69 -0.20
C 1.65 1.58 2.18 -0.07
H 1.22 -1.50 -2.83 0.11
H -0.44 -2.29 -2.81 0.10
H -0.38 -0.68 -2.85 0.10
H -0.25 -2.40 -0.44 0.15
H 0.29 0.59 -0.84 0.16
H -0.65 -0.63 1.37 0.17
H -0.52 1.17 2.44 0.12
H 0.01 1.89 0.95 0.12
H 2.34 0.82 2.51 0.08
H 1.53 2.41 2.89 0.09
H 2.17 2.20 1.45 0.08
H -2.96 0.30 -0.58 0.04
H -2.14 -0.60 -1.47 -0.01
O -3.05 -0.44 -1.19 -0.02



2 | 20
Properties=species:S:1:pos:R:3:lowdin_charge:R:1 method="wB97M-V/def2-TZVPD" charge=+1 multiplicity=2
C 0.50 -0.99 1.88 -0.09
C 1.28 -0.74 0.61 -0.25
C 1.31 0.73 0.22 -0.18
C -0.04 1.31 -0.18 -0.14
C -0.77 0.71 -2.51 0.17
N -0.64 0.59 -1.28 0.14
H 0.67 -2.00 2.24 0.09
H -0.58 -0.94 1.75 0.06
H 0.79 -0.32 2.68 0.08
H 0.99 -1.37 -0.23 0.11
H 2.33 -1.00 0.76 0.12
H 2.03 0.97 -0.57 0.13
H 1.61 1.31 1.10 0.13
H -0.76 1.26 0.64 0.16
H -0.02 2.37 -0.47 0.16
H -1.52 0.10 -3.01 0.14
H -0.11 1.37 -3.07 0.15
H -3.17 -1.12 -0.20 0.06
H -1.64 -0.78 -0.28 -0.03
O -2.28 -1.47 -0.09 -0.02



Need the numbers? Relative energies in kcal/mol: 1 0.0; 2 4.6.



1 | 18
Properties=species:S:1:pos:R:3:lowdin_charge:R:1 method="wB97M-V/def2-TZVPD" smiles="C=C1C[C@]2(C)C[C@H]2O1" multiplicity=1
C -2.64 -0.50 0.11 0.08
C -1.27 -0.49 0.12 -0.26
C 0.01 -1.33 0.05 -0.09
C 1.00 -0.18 -0.14 -0.29
C 0.60 0.62 -1.46 -0.06
C 1.90 0.95 0.74 0.03
C 0.49 0.55 1.14 -0.32
O -0.89 0.57 1.01 -0.08
H -3.24 -1.29 -0.56 0.10
H -3.32 -0.01 0.72 0.03
H 0.46 -1.97 0.78 0.12
H -0.10 -1.91 -0.77 0.08
H 1.36 0.42 -2.26 0.08
H -0.33 0.21 -1.91 0.07
H 0.50 1.78 -1.14 0.13
H 2.84 0.82 1.37 0.11
H 2.12 1.94 0.16 0.11
H 0.50 -0.17 2.04 0.16



2 | 18
Properties=species:S:1:pos:R:3:lowdin_charge:R:1 method="wB97M-V/def2-TZVPD" smiles=Cc1ccccc1.O multiplicity=1
C 1.06 1.05 -1.94 -0.05
C 0.49 0.20 -0.79 -0.28
C 1.25 -0.80 -0.23 -0.07
C 0.70 -1.82 0.54 -0.07
C -0.68 -1.79 0.73 -0.11
C -1.44 -0.75 0.25 -0.10
C -0.88 0.26 -0.57 -0.06
H 1.99 0.67 -2.33 0.07
H 0.35 1.08 -2.78 0.07
H 1.08 2.07 -1.55 0.08
H 2.33 -0.81 -0.35 0.11
H 1.37 -2.63 0.78 0.10
H -1.25 -2.62 1.13 0.10
H -2.49 -0.71 0.50 0.10
H -1.63 0.91 -1.01 0.11
O -0.82 1.53 2.47 -0.08
H -0.87 2.27 1.82 0.05
H -0.57 1.91 3.34 0.04



3 | 18
Properties=species:S:1:pos:R:3:lowdin_charge:R:1 method="wB97M-V/def2-TZVPD" multiplicity=1
C -0.29 1.52 0.82 -0.15
C 0.66 0.69 1.48 -0.11
C 1.77 0.22 0.65 -0.03
C 1.48 0.40 -0.83 -0.07
C 0.42 1.16 -1.37 -0.13
C -0.33 2.02 -0.52 -0.08
C -1.05 -2.27 -0.11 -0.31
H -0.95 1.83 1.65 0.09
H 0.45 0.35 2.60 0.14
H 2.39 -0.60 1.00 0.08
H 2.15 -0.15 -1.35 0.05
H 0.04 1.38 -2.37 0.10
H -0.91 2.82 -1.04 0.12
H -1.63 -0.48 -0.02 0.25
H -1.74 -3.04 -0.75 0.12
H -0.60 -1.66 -0.93 0.05
H -0.12 -2.71 0.30 0.07
O -1.70 -1.47 0.79 -0.19



4 | 18
Properties=species:S:1:pos:R:3:lowdin_charge:R:1 method="wB97M-V/def2-TZVPD" smiles="C=CC(C)(C=C)C=O" multiplicity=1
C -1.16 0.62 2.12 0.00
C -1.04 0.07 0.96 -0.23
C 0.15 -0.04 0.12 -0.55
C 1.37 0.89 0.50 -0.03
C 0.55 -1.25 -0.60 -0.17
C 0.18 -2.43 -0.12 0.01
C -0.28 0.94 -0.96 -0.19
O 0.15 0.97 -2.22 -0.06
H -2.12 0.74 2.76 0.10
H -0.48 1.19 2.67 0.04
H -2.02 -0.46 0.51 0.18
H 1.03 1.81 1.03 0.07
H 1.94 1.29 -0.54 0.15
H 2.03 0.10 1.17 0.15
H 0.88 -1.21 -1.68 0.13
H 0.00 -2.47 1.05 0.11
H 0.17 -3.32 -0.80 0.07
H -1.19 1.72 -0.54 0.20



Need the numbers? Relative energies in kcal/mol: 1 162.6; 2 0.0; 3 101.4; 4 106.6.



1 | 9
Properties=species:S:1:pos:R:3:lowdin_charge:R:1 method="wB97M-V/def2-TZVPD" smiles="O=PCl.C=C" multiplicity=1
O 2.52 1.42 -0.66 -0.54
P 2.22 0.63 0.51 0.45
Cl 2.52 -1.32 -0.03 0.13
C -1.57 0.36 0.31 -0.08
C -0.86 -0.60 -0.25 -0.14
H -2.10 0.22 1.24 0.05
H -1.66 1.33 -0.16 0.05
H -0.33 -0.46 -1.18 0.04
H -0.75 -1.57 0.21 0.04



2 | 9
Properties=species:S:1:pos:R:3:lowdin_charge:R:1 method="wB97M-V/def2-TZVPD" multiplicity=1
C -0.43 0.27 0.68 -0.45
C -0.29 -0.75 -0.47 -0.34
O 0.85 0.35 1.30 -0.40
P 1.57 -0.35 -0.30 0.60
Cl 1.77 1.42 -1.14 0.27
H -0.62 1.15 0.17 0.03
H -1.32 0.12 1.40 0.14
H -0.67 -1.80 -0.32 0.09
H -0.85 -0.40 -1.32 0.06



Need the numbers? Relative energies in kcal/mol: 1 0.0; 2 17.9.



1 | 9
Properties=species:S:1:pos:R:3:lowdin_charge:R:1 method="wB97M-V/def2-TZVPD" multiplicity=1
C -1.01 -0.07 -0.76 -0.76
C 0.21 -0.34 0.04 -0.21
O -3.11 3.39 -0.84 -0.62
P -1.77 -0.97 -1.89 0.78
Cl -2.30 2.62 0.25 0.72
H -1.51 0.90 -0.48 -0.11
H 0.75 0.58 0.25 0.07
H 0.87 -1.04 -0.47 0.06
H -0.08 -0.78 1.00 0.07



2 | 9
Properties=species:S:1:pos:R:3:lowdin_charge:R:1 method="wB97M-V/def2-TZVPD" multiplicity=1
C -1.31 -0.95 0.45 -0.04
C -0.36 -0.37 -0.23 -0.43
O 0.75 1.82 -0.76 -0.31
P 0.76 0.82 0.52 0.96
Cl 3.03 -1.17 0.40 -0.42
H -2.05 -1.37 -0.06 0.02
H -1.39 -0.96 1.52 0.07
H -0.41 -0.53 -1.37 0.11
H 0.98 2.70 -0.47 0.04



Need the numbers? Relative energies in kcal/mol: 1 90.8; 2 0.0.